Entry 1:
ORCA calculation (the ωB97M-V functional and the def2-TZVPD basis) on a structure of composition C46H41AsHoNO3PS11 in a non-equilibrium geometry.

Properties
Expectation value of S² ... 6.004
E_LUMO (alpha / beta) ... 1.99 / 1.99 eV

Structure (ORCA input):
```
! wB97M-V def2-TZVPD RIJCOSX def2/J DEFGRID3
* xyz -1 5
Ho 16.30 13.83 10.66
C 16.73 15.11 15.80
C 15.33 14.85 15.18
S 14.98 15.35 13.45
C 15.56 17.02 13.49
C 17.08 17.35 13.26
S 18.20 16.30 12.22
C 19.58 16.14 13.35
C 19.26 15.56 14.77
S 18.02 14.25 14.81
H 16.71 14.77 16.80
H 17.00 16.15 15.79
H 14.58 15.26 15.88
H 15.14 13.79 15.17
H 15.29 17.50 14.43
H 14.97 17.53 12.73
H 17.59 17.37 14.22
H 17.07 18.35 12.82
H 20.03 17.12 13.57
H 20.29 15.49 12.87
H 18.96 16.39 15.43
H 20.20 15.12 15.21
S 16.82 18.48 5.01
C 16.33 17.48 6.29
S 15.96 15.78 6.17
C 15.50 15.43 7.82
C 15.66 16.54 8.64
S 15.53 16.53 10.33
S 16.06 18.03 7.85
S 15.02 13.85 8.32
O 21.13 11.31 11.65
S 20.75 12.70 11.72
O 20.88 13.27 13.08
N 19.23 13.03 11.14
C 19.28 13.77 10.05
O 18.19 14.14 9.47
C 20.65 14.16 9.65
C 20.92 14.99 8.57
C 22.24 15.38 8.43
C 23.20 14.98 9.35
C 22.94 14.08 10.40
C 21.63 13.70 10.51
H 20.16 15.30 7.84
H 22.59 16.06 7.65
H 24.20 15.34 9.21
H 23.72 13.86 11.10
C 9.62 16.29 10.25
C 10.89 16.33 9.67
C 11.80 15.34 9.95
C 11.51 14.37 10.91
C 10.26 14.41 11.55
C 9.29 15.33 11.18
As 12.78 12.86 10.95
C 11.98 11.86 9.48
C 10.81 12.25 8.92
C 10.15 11.40 8.03
C 10.68 10.21 7.69
C 11.92 9.84 8.22
C 12.55 10.65 9.14
C 11.69 11.88 12.31
C 11.95 12.18 13.67
C 11.12 11.73 14.69
C 10.05 10.90 14.37
C 9.80 10.59 13.04
C 10.55 11.15 12.03
H 8.90 17.02 9.98
H 11.09 17.18 9.06
H 12.82 15.42 9.57
H 10.07 13.72 12.38
H 8.33 15.29 11.71
H 10.34 13.20 9.17
H 9.21 11.76 7.58
H 10.11 9.60 7.02
H 12.42 8.97 7.89
H 13.49 10.35 9.60
H 12.79 12.95 13.85
H 11.26 12.02 15.75
H 9.46 10.56 15.20
H 8.89 10.09 12.81
H 10.28 10.94 11.00
S 16.39 11.23 9.89
P 16.45 10.81 11.82
S 16.17 12.39 13.04
C 18.03 10.04 12.32
C 18.41 10.14 13.69
C 19.49 9.43 14.17
C 20.33 8.71 13.30
C 19.97 8.63 11.97
C 18.80 9.28 11.47
C 15.20 9.54 12.17
C 14.34 9.57 13.28
C 13.34 8.67 13.41
C 13.20 7.65 12.52
C 14.06 7.54 11.42
C 15.00 8.54 11.18
H 17.81 10.81 14.31
H 19.77 9.57 15.19
H 21.26 8.32 13.68
H 20.77 8.26 11.30
H 18.59 9.25 10.41
H 14.52 10.44 13.96
H 12.63 8.75 14.23
H 12.40 6.92 12.65
H 13.97 6.74 10.71
H 15.51 8.60 10.20
*
```

Atomic partial charges in e from the Mulliken method, atoms 1 to 5:
1. Ho 1.17
2. C -0.93
3. C -1.02
4. S 0.60
5. C -1.57



Entry 2:
ORCA calculation (the ωB97M-V functional and the def2-TZVPD basis) on a structure of composition C16H24AuF4N2 in a non-equilibrium geometry.

Properties
E_LUMO (alpha / beta) ... -6.07 / -6.07 eV

Structure (ORCA input):
```
! wB97M-V def2-TZVPD RIJCOSX def2/J DEFGRID3
* xyz 1 1
Au -0.14 0.19 -0.91
C -1.22 -3.35 -0.86
C -2.20 -2.32 -1.37
N -2.15 -0.95 -0.77
C -3.26 -0.18 -1.42
C -3.11 1.33 -1.33
C -2.34 -0.91 0.69
C -1.09 -1.22 1.54
N 0.13 -1.14 0.77
C 1.37 -1.32 1.30
C 2.48 -1.36 0.42
F 2.26 -1.30 -0.88
C 3.78 -1.45 0.88
F 4.77 -1.44 0.00
C 4.04 -1.55 2.23
C 2.98 -1.57 3.11
F 3.21 -1.67 4.42
C 1.68 -1.47 2.68
F 0.70 -1.51 3.58
H -1.23 -4.19 -1.55
H -1.50 -3.74 0.13
H -0.20 -2.97 -0.81
H -3.22 -2.70 -1.23
H -2.05 -2.19 -2.44
H -4.21 -0.48 -0.96
H -3.29 -0.47 -2.46
H -3.11 1.71 -0.31
H -3.95 1.80 -1.86
H -2.19 1.66 -1.82
H -3.16 -1.58 0.97
H -2.64 0.10 0.94
H -1.15 -2.23 1.96
H -1.10 -0.54 2.39
H 5.06 -1.63 2.58
C -0.05 3.52 -1.32
C 1.32 2.87 -1.13
C 2.27 3.83 -0.39
C 1.27 1.60 -0.30
H 0.06 4.56 -1.63
H -0.63 3.51 -0.39
H -0.64 3.02 -2.09
H 1.75 2.65 -2.10
H 1.87 4.08 0.59
H 2.36 4.75 -0.97
H 3.26 3.40 -0.28
H 2.22 1.05 -0.32
H 0.96 1.78 0.73
*
```

Atomic partial charges in e from the Mulliken method, atoms 1 to 5:
1. Au 0.53
2. C -1.13
3. C -0.57
4. N 0.52
5. C -0.50



Entry 3:
ORCA calculation (the ωB97M-V functional and the def2-TZVPD basis) on an isolated molecule of C6H10 in a non-equilibrium geometry.

Properties
E_LUMO ... 1.06 eV

Structure (ORCA input):
```
! wB97M-V def2-TZVPD RIJCOSX def2/J DEFGRID3
* xyz 0 1
C 1.47 -0.42 0.50
C 0.29 0.16 -0.20
C -0.04 1.57 -0.16
C -0.94 0.86 0.82
C -1.31 -0.73 0.08
C -0.42 -0.74 -1.17
H 1.67 0.13 1.43
H 2.33 -0.32 -0.17
H 1.35 -1.48 0.75
H 0.81 2.13 0.23
H -0.49 2.03 -1.03
H -0.50 0.86 1.83
H -1.08 -1.61 0.70
H -2.35 -0.56 -0.08
H -0.85 -0.28 -2.07
H 0.14 -1.65 -1.45
*
```

Atomic partial charges in e from the Mulliken method, atoms 1 to 5:
1. C -1.45
2. C 1.23
3. C -0.66
4. C -0.76
5. C -0.44



Entry 4:
ORCA calculation (the ωB97M-V functional and the def2-TZVPD basis) on a cluster of 5 separate species, C15H36IN4O6S4 in total in a non-equilibrium geometry.

Properties
E_LUMO ... -3.06 eV

Structure (ORCA input):
```
! wB97M-V def2-TZVPD RIJCOSX def2/J DEFGRID3
* xyz 1 1
C 2.20 2.25 -1.10
C 2.26 0.94 -1.80
O 2.48 0.78 -2.97
N 2.06 -0.24 -0.95
C 3.01 -1.27 -1.27
C 4.42 -0.90 -0.97
O 2.65 -2.34 -1.68
C 0.69 -0.72 -0.85
I 0.50 -2.06 0.84
C 0.04 -1.36 -2.08
N -1.40 -1.15 -1.77
C -1.47 -0.18 -0.85
N -2.56 0.21 -0.26
N -0.24 0.40 -0.51
H 2.37 3.07 -1.80
H 2.94 2.28 -0.31
H 1.24 2.41 -0.61
H 5.10 -1.48 -1.60
H 4.61 -1.15 0.07
H 4.61 0.17 -1.11
H 0.25 -2.43 -2.09
H 0.35 -0.93 -3.04
H -2.05 -1.07 -2.54
H -3.46 -0.20 -0.47
H -2.50 0.91 0.47
H -0.14 1.14 -1.23
C -1.35 -1.92 5.59
S 0.14 -1.59 4.65
O 0.45 -2.84 3.88
C 1.28 -1.54 6.03
H -2.17 -2.03 4.88
H -1.21 -2.84 6.16
H -1.55 -1.07 6.24
H 1.22 -2.48 6.58
H 1.01 -0.70 6.67
H 2.27 -1.39 5.63
C 1.28 5.49 -3.92
S 0.05 5.74 -2.63
O 0.37 4.75 -1.55
C -1.34 5.07 -3.54
H 2.24 5.81 -3.52
H 1.31 4.44 -4.19
H 1.02 6.11 -4.78
H -1.12 4.05 -3.84
H -1.53 5.69 -4.41
H -2.20 5.09 -2.88
C 3.09 -4.40 -4.75
S 1.86 -3.28 -5.42
O 1.48 -3.79 -6.76
C 2.98 -1.90 -5.67
H 2.59 -5.36 -4.57
H 3.89 -4.54 -5.48
H 3.47 -4.00 -3.81
H 3.78 -2.21 -6.34
H 3.37 -1.57 -4.71
H 2.41 -1.10 -6.14
C -6.29 1.02 5.49
S -4.73 0.45 6.17
O -4.10 -0.41 5.13
C -5.44 -0.66 7.39
H -6.06 1.70 4.67
H -6.86 0.17 5.12
H -6.85 1.56 6.26
H -6.06 -1.39 6.88
H -6.02 -0.08 8.11
H -4.61 -1.15 7.89
*
```

Atomic partial charges in e from the Mulliken method, atoms 1 to 5:
1. C -1.18
2. C 0.46
3. O -0.54
4. N 0.53
5. C 0.54



| no. | total energy (hartree) |
| --- | --- |
| 1 | -9963.47145 |
| 2 | -1268.37135 |
| 3 | -234.45884 |
| 4 | -3153.71557 |